DFT (ωB97M-V/def2-TZVPD) results for a structure of composition C55H42BF4N5O3P2S3SbTi.

Element x y z (Å)
Ti -1.26017 -0.03415 1.22813
C -4.61069 -6.18901 -10.53216
O -5.37155 -5.19740 -9.87851
C -4.89212 -4.72892 -8.68552
C -5.70375 -3.81603 -8.02266
C -5.29827 -3.28327 -6.81426
C -4.08006 -3.64866 -6.23887
C -3.27874 -4.56175 -6.91726
C -3.67338 -5.10086 -8.13250
C -3.61612 -3.11133 -4.95739
N -2.45696 -3.38562 -4.41263
C -2.43133 -2.67259 -3.23448
C -3.59864 -1.96332 -3.07273
N -4.35527 -2.25830 -4.18364
C -3.92292 -1.15940 -1.93785
C -5.15462 -0.54921 -1.69592
C -5.31209 0.10937 -0.46231
C -4.26361 0.21092 0.40950
N -3.02703 -0.29546 0.15493
C -2.89111 -1.04911 -0.99013
C -1.66901 -1.75818 -1.14461
N -0.76645 -1.62283 -0.14456
C 0.33031 -2.36218 -0.12954
C 0.63519 -3.24895 -1.16323
C -0.23213 -3.35817 -2.22998
C -1.41239 -2.62157 -2.23135
H -5.17923 -6.47799 -11.41280
H -4.46215 -7.06557 -9.89479
H -3.63487 -5.80579 -10.84593
H -6.64749 -3.53416 -8.47039
H -5.95019 -2.57043 -6.32461
H -2.33264 -4.84192 -6.47507
H -3.02273 -5.80320 -8.63323
H -5.26047 -1.88186 -4.39417
H -5.97495 -0.61605 -2.39859
H -6.25764 0.56013 -0.19295
H -4.35566 0.72112 1.35789
H 0.96790 -2.25593 0.74098
H 1.55042 -3.82059 -1.10548
H -0.02510 -4.02093 -3.06118
O -0.96834 1.27927 4.87064
C -1.07921 1.32270 3.66103
O -0.34946 0.59119 2.81560
C -1.98380 2.19046 2.90555
C -2.62145 3.27417 3.50948
C -3.33285 4.15803 2.74768
C -3.37412 3.95850 1.32912
C -4.05272 4.84974 0.48490
C -4.09589 4.65703 -0.88007
C -3.44202 3.55630 -1.43065
C -2.76605 2.66392 -0.62502
C -2.71814 2.83001 0.76586
N -2.04301 1.91902 1.56735
H -2.51938 3.37092 4.58274
H -3.83960 5.01349 3.17729
H -4.54648 5.70458 0.93568
H -4.61902 5.36081 -1.51683
H -3.44476 3.39219 -2.50136
H -2.26912 1.82625 -1.08233
S -1.46391 -3.28726 6.03826
Sb -0.44253 -2.09629 4.39217
S -2.17897 -1.65607 2.65551
S 1.33970 -3.04091 3.24740
F 1.30791 0.87133 -2.12825
B 0.08567 1.40043 -1.74519
F -0.94177 0.92228 -2.55331
F 0.10650 2.77191 -1.66254
F -0.19288 0.87515 -0.36417
C 3.46649 -0.07359 2.97318
P 2.61006 0.01893 1.34818
C 3.84530 -0.84136 0.28469
C 3.44854 -1.14775 -1.01844
C 4.30330 -1.80861 -1.88804
C 5.56842 -2.19488 -1.46735
C 5.97073 -1.91156 -0.17151
C 5.11747 -1.23938 0.69417
C 2.89339 1.76754 0.88129
C 1.89396 2.67020 1.24965
C 2.01025 4.01678 0.95036
C 3.11997 4.48079 0.25859
C 4.10796 3.58920 -0.13259
C 3.99468 2.23978 0.17619
P 2.54071 0.64808 4.40273
C 3.66906 0.04983 5.71715
C 4.40116 0.87788 6.56527
C 5.15733 0.34149 7.60150
C 5.19362 -1.02908 7.80237
C 4.45659 -1.86241 6.96827
C 3.69404 -1.33058 5.94151
C 3.01174 2.42188 4.25053
C 2.04766 3.35839 4.61742
C 2.28621 4.71891 4.46291
C 3.48929 5.15970 3.93834
C 4.46521 4.23734 3.58011
C 4.22803 2.88265 3.74257
H 4.48766 0.31080 2.91628
H 3.52365 -1.14517 3.19041
H 2.47060 -0.84264 -1.36366
H 3.96990 -2.02353 -2.89663
H 6.23370 -2.71858 -2.14425
H 6.95220 -2.21541 0.17431
H 5.45155 -1.03518 1.70221
H 1.00942 2.30209 1.75675
H 1.21635 4.69610 1.23697
H 3.20342 5.53139 0.00535
H 4.96757 3.93861 -0.69362
H 4.77232 1.55687 -0.14611
H 4.38122 1.94973 6.41560
H 5.71855 1.00324 8.25174
H 5.78314 -1.44629 8.61054
H 4.45718 -2.93418 7.12748
H 3.08301 -1.98811 5.32724
H 1.09529 3.01214 5.00336
H 1.51617 5.43147 4.73496
H 3.66583 6.21961 3.79515
H 5.40353 4.57427 3.15535
H 4.99002 2.17260 3.44484

Computed properties:
HOMO-LUMO gap (alpha / beta): 3.670 / 5.425 eV
spin multiplicity: 4
LUMO (alpha / beta): 2.901 / 2.900 eV
relative energy (zero: lowest compared OMol25 entry of this formula, charge and spin): 0.00 kcal/mol
net charge: -2
⟨S²⟩: 3.81
calculated total energy: -163607.56148 eV

---

DFT (ωB97M-V/def2-TZVPD) results for a structure of composition C55H46BCl3F4HfN5O2S2.

Element x y z (Å)
Hf 1.78744 -0.66008 -0.82532
C 4.25106 1.26358 -2.06806
C 3.51428 2.57902 -1.91340
C 2.06443 2.58076 -2.30182
C 1.59221 3.69701 -2.98289
C 0.29209 3.73371 -3.44202
C -0.51658 2.63960 -3.18540
C 0.00076 1.59188 -2.46042
N 1.27874 1.52389 -2.01926
N 4.02798 0.24784 -0.99986
C 4.91381 -0.90723 -1.32643
C 4.29939 -1.84089 -2.31944
C 5.07146 -2.61973 -3.16067
C 4.45041 -3.59481 -3.92196
C 3.07768 -3.77332 -3.80066
C 2.37725 -2.94790 -2.95537
N 2.96808 -1.96992 -2.24179
C 4.48623 0.77249 0.30617
C 4.07234 -0.14436 1.41569
C 4.81614 -0.27335 2.57200
C 4.31662 -1.05118 3.60486
C 3.08114 -1.65855 3.44595
C 2.40838 -1.49642 2.25378
N 2.89712 -0.76418 1.24080
H 3.98217 0.79839 -3.01952
H 5.32401 1.47615 -2.09799
H 3.62207 2.99815 -0.91031
H 4.02673 3.28526 -2.56670
H 2.27078 4.51416 -3.18657
H -0.07598 4.58471 -4.00008
H -1.53875 2.59395 -3.53276
H -0.61999 0.73184 -2.26230
H 5.88425 -0.54420 -1.67284
H 5.08537 -1.48329 -0.41403
H 6.14280 -2.47812 -3.20092
H 5.02983 -4.21887 -4.58914
H 2.56078 -4.54734 -4.34884
H 1.30904 -3.05714 -2.82646
H 5.56973 0.92125 0.29882
H 4.02273 1.74266 0.48370
H 5.77064 0.22762 2.66190
H 4.88422 -1.17977 4.51675
H 2.64818 -2.27200 4.22269
H 1.45618 -1.98061 2.09092
C -0.49013 2.25000 7.01630
C -0.25425 2.16732 5.53738
C -1.24538 1.69213 4.67532
C -1.04457 1.64561 3.30848
C 0.17588 2.07076 2.79376
C 1.18047 2.55188 3.62991
C 0.96104 2.58985 4.99452
S 0.50919 2.12393 1.06789
O 0.88699 0.68879 0.67436
C -1.06063 2.62159 0.35693
C -0.89887 4.01116 0.08643
C -1.83262 4.71626 -0.59913
C -2.89295 4.02311 -1.22692
C -3.77749 4.68976 -2.10972
C -4.72971 3.99489 -2.79517
C -4.82174 2.59536 -2.63760
C -4.01618 1.93777 -1.75178
C -3.03749 2.63610 -0.99397
C -2.20114 1.94257 -0.02976
C -2.90418 0.69037 0.45947
C -4.18378 0.98034 1.04525
C -4.46238 2.25130 1.62190
C -5.67310 2.50721 2.19366
C -6.69499 1.53040 2.18738
C -6.46025 0.30214 1.64673
C -5.19672 -0.00914 1.08783
C -4.92702 -1.29151 0.56047
C -3.66097 -1.62342 0.18861
C -2.63378 -0.65004 0.18690
S -0.96151 -1.21756 0.29315
O -0.23351 -1.06096 -1.10603
C -1.16062 -2.95439 0.54157
C -1.30633 -3.36250 1.86159
C -1.44830 -4.71233 2.12808
C -1.42246 -5.65647 1.09923
C -1.56287 -7.11764 1.41045
C -1.25738 -5.21095 -0.21247
C -1.12827 -3.86316 -0.50245
H -1.40147 1.73332 7.30795
H -0.57812 3.29304 7.32546
H 0.34748 1.82131 7.56617
H -2.19386 1.36762 5.08431
H -1.82848 1.28287 2.65413
H 2.11819 2.90424 3.21600
H 1.73296 2.96961 5.65190
H -0.00995 4.51143 0.45492
H -1.73393 5.78604 -0.73232
H -3.67181 5.75963 -2.23837
H -5.40673 4.50779 -3.46445
H -5.54238 2.03860 -3.22185
H -4.11241 0.86451 -1.65164
H -3.69797 3.01759 1.63362
H -5.85575 3.46655 2.65889
H -7.65962 1.76058 2.61850
H -7.23047 -0.45834 1.64743
H -5.71986 -2.02671 0.51279
H -3.43150 -2.63984 -0.09450
H -1.32183 -2.63706 2.66792
H -1.57439 -5.04412 3.15096
H -2.48075 -7.30426 1.96852
H -0.73246 -7.45786 2.03067
H -1.58248 -7.72021 0.50533
H -1.23116 -5.93350 -1.01812
H -1.00362 -3.52201 -1.52203
Cl -1.92429 -0.10568 -5.48013
C -0.22658 -0.37212 -5.90668
Cl -0.03591 -1.83445 -6.85754
Cl 0.43714 1.03037 -6.74211
C 0.50894 -0.52811 -4.64177
N 1.05709 -0.60201 -3.63907
F 1.56746 -2.52394 -0.13336
B 2.78646 -4.17532 0.34304
F 2.52076 -4.87164 -0.74880
F 2.20368 -4.46365 1.49128
F 3.89238 -3.41548 0.35366

Computed properties:
HOMO-LUMO gap: 7.302 eV
spin multiplicity: 1
LUMO: -7.318 eV
relative energy (zero: lowest compared OMol25 entry of this formula, charge and spin): 1.14 kcal/mol
net charge: +3
calculated total energy: -141406.02949 eV

---

DFT (ωB97M-V/def2-TZVPD) results for a structure of composition C55H46Cl2N7PPd in a non-equilibrium geometry.

Element x y z (Å)
Pd 0.06031 -0.54241 -1.38881
C -1.64549 2.07565 3.47711
N -1.79830 1.32270 2.24319
C -0.84534 1.12164 1.27717
N -1.32327 0.32722 0.32978
C -2.58025 -0.02177 0.70310
C -2.91449 0.60783 1.87847
C -4.13337 0.48978 2.69518
C -4.61324 -0.77549 3.03359
C -5.77497 -0.90348 3.77848
C -6.46583 0.22563 4.19691
C -5.99552 1.48741 3.86250
C -4.83690 1.61857 3.11191
C -3.41464 -0.89090 -0.13452
C -4.62888 -0.43252 -0.63332
C -5.36638 -1.19725 -1.52272
C -4.87690 -2.43361 -1.92206
C -3.69614 -2.92359 -1.38721
C -2.96623 -2.17826 -0.46315
P 0.66119 2.16542 1.26922
C 1.97697 0.88918 1.24675
N 2.24223 0.20935 0.16813
C 3.14017 -0.77402 0.51591
C 3.43598 -0.65574 1.85305
N 2.68988 0.41511 2.31673
C 2.70363 0.98952 3.64834
C 4.29214 -1.50087 2.69119
C 5.50192 -1.96359 2.17431
C 6.30361 -2.81807 2.91375
C 5.91590 -3.21447 4.18553
C 4.71409 -2.75973 4.70935
C 3.90487 -1.91503 3.96615
C 3.20287 -1.90267 -0.45655
C 4.27876 -2.31732 -1.25036
C 4.08435 -3.39878 -2.10312
C 2.90434 -4.00994 -2.38640
C 0.06712 -4.28279 -1.69794
C 1.94433 -2.44644 -0.49856
C 0.68774 2.58751 -0.49605
N 0.26567 1.82666 -1.47823
C 0.49126 2.51457 -2.63880
C 1.06428 3.73056 -2.34294
N 1.17878 3.76576 -0.96966
C 1.67471 4.87576 -0.17558
C 1.45497 4.84769 -3.21688
C 2.73545 5.39548 -3.16013
C 3.09152 6.44190 -3.99772
C 2.17436 6.94553 -4.90869
C 0.90077 6.39744 -4.97993
C 0.54093 5.35806 -4.13731
C 0.16236 1.92338 -3.94539
C -0.94859 1.09017 -4.06040
C -1.23693 0.47255 -5.26793
C -0.42405 0.68603 -6.37245
C 0.67858 1.52256 -6.26534
C 0.97192 2.13633 -5.05824
H -0.62343 1.98893 3.83700
H -2.31963 1.66250 4.22334
H -1.87759 3.13043 3.32938
H -4.07098 -1.65329 2.70693
H -6.13962 -1.88979 4.03432
H -7.37212 0.12279 4.77963
H -6.53657 2.37034 4.17741
H -4.48570 2.60403 2.82845
H -4.96986 0.55753 -0.35269
H -6.30079 -0.82152 -1.91810
H -5.43064 -3.03339 -2.63340
H -3.33540 -3.90705 -1.66430
H -1.44421 -3.51498 -0.38685
H 3.70749 0.93065 4.06367
H 2.01594 0.47222 4.31912
H 2.40902 2.03528 3.58056
H 5.81037 -1.64276 1.18836
H 7.23560 -3.17371 2.49418
H 6.54265 -3.88146 4.76290
H 4.39655 -3.07576 5.69462
H 2.94790 -1.60883 4.36880
H 5.23946 -1.82912 -1.20069
H 4.94383 -3.85953 -2.58372
H 2.68739 -5.00328 -2.75198
H 0.21749 -5.35207 -1.65195
H 1.20126 -2.36566 0.28320
H 1.53042 5.80066 -0.72780
H 2.73569 4.75783 0.04687
H 1.12067 4.92563 0.75873
H 3.46459 4.98106 -2.47418
H 4.09031 6.85560 -3.94678
H 2.45262 7.75971 -5.56501
H 0.18348 6.78238 -5.69304
H -0.45008 4.92543 -4.19229
H -1.58113 0.92218 -3.19781
H -2.09858 -0.17883 -5.34207
H -0.64431 0.19626 -7.31235
H 1.32317 1.68387 -7.11990
H 1.85138 2.76225 -4.97156
Cl 2.19640 -1.00320 -3.48523
C 0.80204 -1.87764 -2.85853
Cl 1.30278 -3.36914 -1.85762
H 0.09783 -2.19224 -3.62371
H -0.34368 -1.95472 -1.27042
N -1.82028 -2.73531 0.15792
C -1.93014 -3.08352 1.54400
C -2.57882 -4.25474 1.92866
C -2.66922 -4.60663 3.26800
C -2.11377 -3.78852 4.24260
C -1.45394 -2.62781 3.86500
C -1.35714 -2.27881 2.52525
H -3.01355 -4.88873 1.16486
H -3.17671 -5.52023 3.55089
H -2.17859 -4.06440 5.28723
H -0.99617 -1.99686 4.61807
H -0.80582 -1.39826 2.22264

Computed properties:
HOMO-LUMO gap: 6.441 eV
spin multiplicity: 1
LUMO: 0.285 eV
relative energy (zero: lowest compared OMol25 entry of this formula, charge and spin): 312.02 kcal/mol
calculated total energy: -106014.33393 eV

---

DFT (ωB97M-V/def2-TZVPD) results for a structure of composition C55H47BClGaN7O2P in a non-equilibrium geometry.

Element x y z (Å)
Ga -6.47349 -20.47669 -0.54578
C -6.38853 -23.57626 4.18844
C -6.88027 -22.47028 3.28294
C -7.96571 -21.63473 3.50048
C -8.26165 -20.97286 2.25980
N -7.28162 -21.35301 1.35642
N -6.49209 -22.29605 2.00618
B -5.00846 -22.45397 1.36594
N -4.30948 -21.06918 1.55279
N -4.58754 -20.00073 0.64412
C -4.14709 -18.84882 1.26828
C -3.78403 -19.16105 2.60676
C -3.89600 -20.56105 2.72556
C -3.43187 -21.48315 3.81702
C -3.73585 -17.62031 0.60959
C -3.51423 -16.53509 1.48100
C -2.93453 -15.33843 1.02957
C -2.67458 -15.22352 -0.33133
C -2.97506 -16.24253 -1.22421
C -3.45348 -17.48647 -0.78007
N -5.15231 -22.86705 -0.15016
N -4.93851 -21.90723 -1.13901
C -4.98040 -22.56267 -2.50426
C -5.59831 -24.48172 -1.84101
C -5.55628 -24.09990 -0.39130
C -5.72444 -25.22917 0.60938
C -4.40160 -21.54206 -3.50637
C -3.09396 -21.12052 -3.44029
C -2.58062 -20.15097 -4.31404
C -3.33755 -19.70369 -5.40490
C -4.60831 -20.26641 -5.56984
C -5.18826 -21.07608 -4.60212
C -9.55114 -20.32349 2.03266
C -10.21738 -20.24095 0.79220
C -11.44221 -19.59205 0.70320
C -12.02584 -19.00805 1.81132
C -11.37671 -19.01907 3.04268
C -10.16714 -19.71891 3.15981
H -6.02640 -23.13954 5.13395
H -7.27648 -24.20072 4.40921
H -5.58469 -24.16254 3.67667
H -8.55928 -21.46081 4.39863
H -4.39552 -23.26695 1.96739
H -3.44491 -18.41380 3.28696
H -2.48681 -21.10760 4.23549
H -4.16769 -21.56974 4.64307
H -3.23579 -22.45222 3.40330
H -3.79158 -16.61589 2.53002
H -2.67111 -14.54013 1.70816
H -2.21683 -14.30021 -0.71058
H -2.88005 -16.07374 -2.29045
H -3.44984 -18.33321 -1.48432
H -5.89694 -25.51716 -2.01102
H -6.15019 -26.10867 0.07616
H -4.73952 -25.51780 0.91290
H -6.33251 -24.94093 1.48336
H -2.44527 -21.51580 -2.68194
H -1.60000 -19.73745 -4.12741
H -2.92759 -19.04711 -6.16832
H -5.24516 -19.95400 -6.38736
H -6.24181 -21.34200 -4.66660
H -9.85727 -20.73343 -0.05890
H -11.88303 -19.46791 -0.29556
H -13.07322 -18.70344 1.79751
H -11.72910 -18.43859 3.90350
H -9.66487 -19.65681 4.13554
Cl -8.38771 -13.43666 -1.36635
C -7.97621 -14.98511 -0.85825
C -8.59815 -15.49356 0.31952
C -8.40466 -16.80803 0.63683
C -7.61592 -17.70455 -0.15339
O -7.35115 -18.88189 0.25598
C -7.01448 -17.18072 -1.38974
C -6.28047 -18.01839 -2.25860
O -5.96948 -19.22613 -2.10989
C -7.14031 -15.77645 -1.60698
H -9.19871 -14.80378 0.89103
H -8.92032 -17.18819 1.55012
H -6.02013 -17.64376 -3.26184
H -6.66305 -15.28763 -2.43537
N -7.90371 -21.32921 -1.58354
P -8.06446 -22.72777 -2.18058
C -8.70254 -24.12000 -1.29839
C -8.61423 -25.40803 -1.85145
C -8.98668 -26.49123 -1.09860
C -9.38774 -26.28995 0.22235
C -9.57111 -25.03812 0.75153
C -9.24300 -23.90803 -0.03060
C -9.21364 -22.49527 -3.57607
C -9.18320 -21.28082 -4.31471
C -10.00168 -21.16966 -5.46845
C -10.78139 -22.22753 -5.89676
C -10.86942 -23.36257 -5.09141
C -10.15644 -23.50545 -3.94626
C -6.33734 -23.41845 -2.70642
C -6.51370 -23.92903 -4.07747
C -5.68642 -24.74358 -4.83903
C -4.27028 -24.88927 -4.63628
C -3.54067 -24.50751 -3.51718
C -4.18856 -23.93741 -2.32935
H -8.28711 -25.57043 -2.88958
H -9.07930 -27.49081 -1.51774
H -9.59022 -27.16515 0.79433
H -9.96293 -24.90890 1.74434
H -9.28209 -22.87713 0.36727
H -8.49158 -20.51815 -4.05623
H -10.05816 -20.23836 -6.01696
H -11.32775 -22.16849 -6.85741
H -11.59089 -24.13991 -5.37498
H -10.34773 -24.30781 -3.24113
H -7.36911 -23.50286 -4.65346
H -6.09015 -25.14704 -5.75251
H -3.73007 -25.34160 -5.45917
H -2.50542 -24.74242 -3.46301
H -3.45168 -23.92409 -1.49507

Computed properties:
HOMO-LUMO gap (alpha / beta): 7.088 / 7.087 eV
spin multiplicity: 1
LUMO (alpha / beta): 0.043 / 0.043 eV
calculated total energy: -147186.95018 eV